Record 1
{
  "formula": "C4H8N2O",
  "method": "ωB97M-V/def2-TZVPD",
  "e_tot_ha": -342.0018,
  "de_lowest_kj_mol": 4.93,
  "largest_force_ha_per_bohr": 0.0050,
  "charge": 0,
  "elements": ["O", "C", "N", "C", "C", "C", "N", "H", "H", "H", "H", "H", "H", "H", "H"],
  "positions_angstrom": [[-1.84874, 0.09407, -2.14543], [-1.02312, 0.04838, -1.24618], [-0.24647, 1.13052, -0.90144], [0.88728, 1.02917, -0.01045], [0.45933, 0.16914, 1.17688], [0.04785, -1.21243, 0.66769], [-0.81856, -1.08297, -0.49251], [-0.32729, 1.90876, -1.53422], [1.76329, 0.57007, -0.49427], [1.17867, 2.03730, 0.29974], [-0.39314, 0.65148, 1.66865], [1.27102, 0.06692, 1.90426], [-0.48545, -1.75919, 1.45518], [0.94534, -1.79855, 0.41711], [-1.41000, -1.85267, -0.76501]],
  "forces_ev_per_angstrom": [[0.148, -0.040, 0.126], [0.057, 0.014, 0.094], [-0.125, -0.026, -0.212], [0.074, -0.107, 0.221], [0.017, -0.019, -0.015], [0.103, 0.017, 0.121], [-0.162, 0.063, -0.156], [0.010, -0.078, 0.002], [-0.105, 0.060, -0.013], [-0.080, -0.165, 0.031], [0.137, -0.059, -0.042], [-0.117, 0.014, -0.110], [0.090, 0.095, -0.126], [-0.131, 0.123, 0.015], [0.082, 0.109, 0.062]]
}

***

Record 2
{
  "formula": "C34H100FN2O18Zr",
  "method": "ωB97M-V/def2-TZVPD",
  "e_tot_ha": -2964.8508,
  "de_lowest_kj_mol": 1856.53,
  "largest_force_ha_per_bohr": 0.1245,
  "charge": 1,
  "elements": ["Zr", "C", "C", "C", "C", "C", "C", "N", "O", "C", "C", "C", "H", "H", "H", "H", "H", "H", "H", "H", "H", "H", "H", "H", "H", "H", "H", "H", "H", "H", "C", "C", "C", "C", "C", "C", "N", "O", "C", "C", "C", "H", "H", "H", "H", "H", "H", "H", "H", "H", "H", "H", "H", "H", "H", "H", "H", "H", "H", "F", "C", "O", "H", "H", "H", "H", "C", "O", "H", "H", "H", "H", "C", "O", "H", "H", "H", "H", "C", "O", "H", "H", "H", "H", "C", "O", "H", "H", "H", "H", "C", "O", "H", "H", "H", "H", "C", "O", "H", "H", "H", "H", "C", "O", "H", "H", "H", "H", "C", "O", "H", "H", "H", "H", "C", "O", "H", "H", "H", "H", "C", "O", "H", "H", "H", "H", "C", "O", "H", "H", "H", "H", "C", "O", "H", "H", "H", "H", "C", "O", "H", "H", "H", "H", "C", "O", "H", "H", "H", "H", "C", "O", "H", "H", "H", "H"],
  "positions_angstrom": [[5.72447, -0.86656, 0.77737], [6.50946, -3.55975, 7.27553], [5.31087, -4.53073, 6.78896], [4.83939, -5.40847, 7.95486], [3.88982, -4.75268, 8.85116], [2.69139, -4.17605, 8.10423], [3.10367, -3.23348, 6.93464], [4.19039, -3.80247, 6.05136], [4.64097, -2.82698, 5.02162], [3.58930, -1.88389, 7.56774], [1.76035, -3.07976, 6.07883], [5.99074, -5.57918, 5.85701], [6.99175, -2.92157, 6.53510], [7.31687, -4.08662, 7.78405], [6.16581, -2.94103, 8.10449], [5.70552, -5.65973, 8.56707], [4.28584, -6.30645, 7.68041], [4.37782, -4.10964, 9.58359], [3.45886, -5.48339, 9.53559], [2.18199, -3.55050, 8.83724], [1.96169, -4.92849, 7.80513], [4.24027, -2.13970, 8.40375], [2.74233, -1.33975, 7.98567], [4.17974, -1.28875, 6.87111], [1.98766, -2.53558, 5.16215], [0.90361, -2.73725, 6.65915], [1.47730, -4.02449, 5.61464], [6.70049, -6.19428, 6.41018], [6.46557, -5.11499, 4.99263], [5.23499, -6.22327, 5.40748], [1.64665, 2.36759, -2.87833], [0.26954, 1.89583, -2.34589], [-0.56899, 1.86174, -3.67686], [-1.83766, 1.06308, -3.64308], [-1.71013, -0.29207, -2.97638], [-1.03197, -0.27798, -1.57383], [0.24896, 0.46619, -1.76503], [1.24891, 0.25846, -0.73301], [-0.86184, -1.72111, -1.19025], [-1.95949, 0.32451, -0.51582], [-0.27927, 2.87943, -1.31054], [2.19260, 1.71971, -3.56411], [2.26307, 2.70784, -2.04624], [1.52609, 3.32325, -3.38850], [-0.05332, 1.43971, -4.53946], [-0.77321, 2.88525, -3.99122], [-2.17898, 0.84928, -4.65594], [-2.62434, 1.62566, -3.14035], [-1.06759, -0.95334, -3.55773], [-2.71177, -0.72170, -2.96164], [-1.84655, -2.14644, -0.99654], [-0.31775, -1.78685, -0.24805], [-0.48790, -2.36121, -1.98934], [-2.71301, -0.33921, -0.09180], [-2.63490, 1.14557, -0.75617], [-1.34946, 0.53643, 0.36228], [-1.36721, 2.93908, -1.27988], [0.29704, 3.80458, -1.31847], [-0.02362, 2.45490, -0.33971], [7.38218, 1.63321, -0.59525], [-5.25673, 6.61307, 2.86146], [-4.35702, 7.05770, 1.82823], [-4.92293, 7.01716, 3.81717], [-6.29416, 6.93694, 2.77811], [-5.21211, 5.52422, 2.83907], [-4.84060, 6.93082, 1.00868], [-6.36233, -7.10440, -1.36120], [-5.29790, -7.39912, -0.47023], [-7.14821, -6.60680, -0.79297], [-5.93172, -6.43156, -2.10278], [-6.64026, -8.01559, -1.89090], [-5.00477, -6.59281, -0.03952], [-4.56672, -4.35024, 5.03825], [-4.02906, -5.50306, 4.32651], [-4.46998, -4.59383, 6.09627], [-3.79678, -3.58517, 4.93845], [-5.54858, -4.10623, 4.63266], [-4.33527, -6.29427, 4.77576], [3.56747, -5.72840, 0.91569], [3.78988, -4.53132, 0.19437], [4.44277, -6.37585, 0.96834], [3.08790, -5.67779, 1.89321], [2.90690, -6.33000, 0.29133], [3.14313, -4.63837, -0.50697], [1.84450, 5.14373, 6.27549], [3.03245, 4.53488, 6.95741], [1.72301, 6.21746, 6.41845], [1.80667, 5.06887, 5.18873], [0.97307, 4.60310, 6.64485], [3.02774, 4.74135, 7.89494], [4.56277, 2.25676, -9.18559], [5.78961, 1.59338, -9.60816], [3.88439, 1.45133, -8.90418], [4.71863, 2.96256, -8.36972], [4.22084, 2.78206, -10.07736], [5.63009, 1.00500, -10.34976], [-3.86873, 1.10183, 7.26513], [-4.43099, 1.12168, 5.91194], [-2.80667, 0.92976, 7.09043], [-4.16534, 1.88154, 7.96668], [-4.00276, 0.11475, 7.70764], [-3.88203, 1.58706, 5.27660], [-2.15751, 2.87356, -9.82440], [-3.18834, 1.93212, -10.15627], [-2.48955, 3.71390, -9.21475], [-1.35549, 2.36975, -9.28491], [-1.67448, 3.35190, -10.67643], [-2.91781, 1.32824, -10.85179], [-7.84663, 0.87267, 0.78556], [-7.96625, 1.24495, 2.14022], [-8.78989, 0.84976, 0.23982], [-7.23995, 1.64899, 0.31933], [-7.44746, -0.14036, 0.83598], [-7.08682, 1.34556, 2.51182], [-4.53323, 6.86955, -4.20464], [-5.41925, 7.19439, -3.22104], [-4.80402, 5.95979, -4.74046], [-4.48727, 7.68232, -4.92948], [-3.56110, 6.64663, -3.76490], [-6.29594, 7.27376, -3.60408], [1.44433, 9.37249, 1.01368], [2.79123, 9.03171, 1.42326], [1.41026, 9.19922, -0.06192], [0.78599, 8.62809, 1.46151], [1.24211, 10.41793, 1.24663], [3.46041, 9.52992, 0.94831], [-7.80963, 0.93680, -6.11609], [-7.70537, 0.74661, -7.52121], [-8.74580, 0.51923, -5.74551], [-6.95750, 0.42646, -5.66719], [-7.72310, 2.01406, -5.97428], [-6.81689, 1.06122, -7.70351], [4.88784, 4.02154, 2.23886], [4.83761, 2.69610, 2.62120], [5.30424, 4.74098, 2.94393], [5.26986, 4.27450, 1.24983], [3.82818, 4.23065, 2.09223], [4.54592, 2.70008, 3.53580], [2.45519, -2.86361, -6.60838], [2.76596, -3.68022, -5.52421], [1.90542, -1.97572, -6.29612], [3.32357, -2.44517, -7.11722], [1.78741, -3.45350, -7.23624], [2.97139, -4.53074, -5.91920], [-3.46211, -3.02212, -8.78938], [-2.55430, -4.00135, -9.29892], [-2.93038, -2.11638, -8.49783], [-4.12657, -2.61434, -9.55117], [-3.94857, -3.30189, -7.85493], [-2.94816, -4.84526, -9.06592], [6.58836, -0.93215, -4.54059], [5.71353, -1.23184, -3.41797], [7.60341, -0.89309, -4.14531], [6.48693, -1.75161, -5.25214], [6.38124, 0.03207, -5.00479], [4.92318, -1.54607, -3.86316]],
  "forces_ev_per_angstrom": [[1.062, 2.084, -1.152], [-1.134, -0.071, 0.730], [2.243, -0.501, -1.115], [-0.129, 0.244, 0.134], [-1.592, 0.207, 1.688], [1.055, 0.933, 0.248], [-1.771, 0.104, -0.495], [2.073, 3.673, -1.316], [-1.766, -4.206, 3.693], [0.101, -0.828, -0.177], [1.742, -0.399, -0.653], [-0.690, 0.677, -0.932], [-0.563, -0.188, -0.316], [-0.100, -0.786, -0.415], [-0.282, 0.371, -0.248], [0.219, -0.386, -0.469], [0.651, -0.264, -0.864], [-0.072, 0.817, -0.423], [0.055, -0.396, 0.027], [-0.333, 0.191, -0.217], [0.331, -0.220, -0.234], [-0.004, 0.123, 0.038], [-0.031, 0.058, -0.245], [-0.341, 0.010, -0.078], [-0.224, 0.893, 0.371], [0.330, 0.366, -0.039], [0.088, -0.527, 0.572], [-0.031, 0.198, 0.000], [0.311, 0.191, 0.195], [-0.144, -0.201, 0.260], [0.331, 0.508, 1.404], [-0.182, -0.805, -2.569], [-0.180, -0.258, -0.005], [-0.849, -0.110, 0.485], [0.664, 0.269, 0.132], [-1.587, -0.045, -1.611], [3.947, 0.466, 4.882], [-4.338, 0.669, -4.659], [0.232, -0.689, 0.565], [-0.238, 0.585, 1.378], [0.506, -0.940, 1.046], [-0.245, -0.314, 0.345], [0.424, -0.642, 0.142], [-0.595, -0.117, -0.318], [0.959, -0.043, 0.379], [-0.018, 0.152, 0.293], [-0.115, 0.360, -0.100], [-0.215, 0.038, 0.014], [-0.099, -0.009, -0.396], [0.126, -0.298, 0.442], [-0.117, 0.256, 0.033], [0.298, -0.315, -0.220], [0.685, 0.232, 0.128], [0.304, -0.921, -0.519], [0.796, 0.547, -0.479], [-0.006, 0.545, 0.030], [0.172, 0.526, -0.456], [-0.598, 0.258, -0.457], [0.085, 0.013, 0.171], [-1.326, -2.037, 1.099], [0.597, -0.170, -0.095], [-0.794, 0.250, 0.405], [0.299, -0.223, -0.094], [-0.009, 0.130, -0.514], [-0.265, -0.101, 0.526], [0.174, 0.110, -0.248], [1.092, 0.662, 0.066], [0.312, -0.752, 0.373], [-0.479, -0.258, -0.450], [-0.532, 0.275, -0.366], [-0.283, 0.050, 0.428], [-0.107, 0.022, -0.034], [1.657, -1.340, -0.141], [-0.213, 0.495, 0.042], [-0.994, 0.182, 0.198], [-0.473, 0.398, -0.536], [0.089, 0.295, 0.487], [-0.065, -0.014, -0.067], [-0.361, -1.855, -0.456], [-0.077, 0.401, 0.251], [0.435, 0.494, 0.263], [0.206, 0.707, 0.049], [-0.315, -0.242, 0.220], [0.249, 0.771, -0.274], [0.385, -0.608, 1.255], [-1.073, 0.780, -1.942], [0.269, -0.009, 0.630], [0.972, -0.698, 0.049], [-0.177, 0.251, 0.028], [-0.367, 0.271, -0.061], [0.741, -1.216, -1.508], [0.240, 0.705, 1.068], [-0.463, 0.402, 0.214], [0.412, -0.300, -0.107], [-0.576, 0.249, 0.312], [-0.359, 0.153, 0.027], [1.121, -1.455, -1.802], [-0.756, -0.147, 1.267], [0.533, 1.259, 0.492], [0.094, 0.170, -0.501], [-1.265, 0.014, -0.001], [0.283, 0.162, 0.530], [0.645, -0.488, -0.331], [-0.124, 0.931, 0.501], [-0.696, -0.438, 0.082], [0.063, -0.051, 0.220], [-0.223, -0.181, -0.435], [0.329, 0.215, -0.016], [0.504, 0.017, 0.422], [-1.035, 0.473, 0.714], [-0.246, 0.084, 0.574], [0.409, -0.528, -0.620], [0.401, -0.003, -1.020], [-0.035, -0.045, -0.057], [0.944, -0.478, -1.419], [-1.296, 0.204, 1.723], [-0.197, -0.210, -0.185], [0.540, 0.005, -0.225], [0.051, 0.409, 0.043], [-0.043, 0.058, 0.080], [1.675, -0.461, -0.651], [-0.468, -0.313, 0.552], [-0.423, 0.296, -0.178], [-0.025, 0.467, 0.310], [-0.449, -0.196, 0.138], [-0.317, 0.194, -0.168], [0.445, 0.138, -0.559], [-0.084, -0.281, -0.137], [0.088, 0.189, -0.104], [-0.119, -0.001, 0.578], [-0.300, 0.020, 0.788], [-0.014, -0.062, -0.582], [-1.984, 2.077, -0.994], [1.305, -1.960, 0.424], [0.189, -0.344, 0.249], [0.756, -0.986, 0.077], [-0.253, 1.114, 0.149], [0.004, -0.176, 0.059], [-0.832, 0.649, -0.579], [0.562, -0.312, 0.876], [-0.197, -0.148, 0.411], [0.214, -0.449, -0.332], [0.137, 0.481, -0.708], [0.139, -0.170, 0.359], [0.622, 1.070, 0.082], [-0.563, 0.325, 0.498], [0.679, -0.106, -0.017], [-0.508, -0.660, -0.029], [-0.393, -0.430, -0.312], [0.165, -0.185, -0.215], [0.156, -0.306, 0.803], [0.167, 0.293, -0.656], [-0.066, -0.086, -0.115], [0.263, 0.174, -0.219], [-0.252, -0.036, 0.040], [-0.344, -0.108, 0.376]]
}

***

Record 3
{
  "formula": "ClN3O2",
  "method": "ωB97M-V/def2-TZVPD",
  "e_tot_ha": -774.7928,
  "de_lowest_kj_mol": 11.61,
  "largest_force_ha_per_bohr": 0.0754,
  "charge": 0,
  "elements": ["N", "N", "O", "O", "N", "Cl"],
  "positions_angstrom": [[-1.25380, 0.38324, 0.03149], [-2.27008, -0.02752, 0.23188], [-3.27133, -0.52476, 0.45453], [1.91547, -0.22850, -1.32911], [1.95919, 0.47397, -0.39554], [2.92056, -0.07643, 1.00675]],
  "forces_ev_per_angstrom": [[0.356, 0.494, -0.168], [3.194, 0.883, -0.518], [-3.552, -1.389, 0.690], [0.421, 0.836, 1.957], [-1.090, -0.139, -2.632], [0.671, -0.685, 0.671]]
}

***

Record 4
{
  "formula": "C23H18N7O7ReS",
  "method": "ωB97M-V/def2-TZVPD",
  "e_tot_ha": -2273.6187,
  "s2": 2.021,
  "de_lowest_kj_mol": 0.00,
  "largest_force_ha_per_bohr": 0.1034,
  "multiplicity": 3,
  "charge": 0,
  "elements": ["Re", "N", "C", "C", "C", "C", "C", "C", "S", "O", "O", "N", "C", "N", "C", "C", "C", "N", "H", "H", "H", "H", "H", "H", "H", "H", "H", "O", "C", "O", "C", "O", "O", "O", "N", "C", "C", "C", "C", "C", "H", "H", "H", "H", "H", "N", "C", "C", "C", "C", "N", "C", "C", "H", "H", "H", "H"],
  "positions_angstrom": [[0.69440, 1.43096, 0.52464], [-1.69235, -5.36724, -3.99546], [-1.30914, -4.44818, -3.04425], [0.06661, -4.12417, -2.85283], [0.44514, -3.32202, -1.79988], [-0.48887, -2.83868, -0.89401], [-1.83266, -3.04269, -1.11959], [-2.22696, -3.84733, -2.17500], [0.20335, -2.00652, 0.49588], [1.34605, -2.69581, 1.05912], [-0.85699, -1.63176, 1.39870], [0.90110, -0.49575, -0.05097], [2.25821, -0.38716, -0.43033], [2.62686, 0.86437, -0.02432], [3.79028, 1.39050, -0.39467], [4.73412, 0.55462, -1.03950], [4.36010, -0.79565, -1.15381], [3.05985, -1.18222, -1.04886], [-1.11576, -5.78187, -4.72292], [-2.66477, -5.48308, -4.19596], [0.83887, -4.43966, -3.56514], [1.53213, -3.07578, -1.70050], [-2.58884, -2.60706, -0.49837], [-3.32815, -4.10725, -2.22144], [3.94484, 2.48744, -0.29846], [5.75301, 0.87601, -1.17842], [4.95518, -1.56500, -1.57119], [-0.39970, 3.92145, -2.47395], [0.35582, 3.37930, -1.69872], [0.22661, 2.00421, -1.49463], [1.37075, 3.92329, -0.71556], [2.33163, 4.62281, -0.95271], [1.12893, 3.50748, 0.53207], [-1.14488, 1.82430, 0.81428], [-2.27218, 1.50467, 0.02497], [-3.06210, 0.43085, 0.43893], [-4.16849, 0.04232, -0.31138], [-4.43736, 0.72276, -1.50344], [-3.64784, 1.77693, -1.94771], [-2.61045, 2.26355, -1.10274], [-2.89417, 0.10287, 1.46369], [-4.71990, -0.84452, -0.10381], [-5.24266, 0.42654, -2.16079], [-3.87509, 2.25356, -2.90009], [-1.93196, 3.10379, -1.37009], [1.00080, 1.77381, 7.74595], [1.03115, 1.85022, 6.58876], [1.04102, 1.77729, 5.16579], [1.64215, 0.74901, 4.49566], [1.52968, 0.57649, 3.12785], [0.81237, 1.58535, 2.47412], [0.29170, 2.72004, 3.06127], [0.38004, 2.79227, 4.44270], [2.17438, 0.00005, 5.04649], [1.90932, -0.25662, 2.51312], [-0.21168, 3.43070, 2.36700], [-0.01351, 3.67618, 4.93052]],
  "forces_ev_per_angstrom": [[0.689, 1.929, -3.595], [-0.231, -0.158, -0.345], [1.189, -0.183, -0.048], [-0.475, 0.135, -0.500], [1.340, -0.269, -0.367], [1.003, 0.424, 0.124], [0.045, -0.223, -0.165], [-1.682, -0.608, 0.036], [1.577, 1.979, 0.687], [-0.887, -0.304, -0.710], [-0.151, 0.048, -0.563], [0.215, -2.419, -0.346], [-0.825, 0.661, 0.898], [0.449, 1.001, -0.019], [0.227, -0.114, -0.946], [-0.514, -1.093, 1.551], [-1.630, 1.761, -1.022], [0.834, -1.361, 0.308], [0.245, 0.629, 0.726], [-0.308, 0.116, 0.172], [-0.484, -0.109, 0.294], [-1.112, -0.190, 0.144], [-0.103, 0.076, 0.442], [1.420, 0.368, -0.270], [-0.191, -0.935, 0.333], [-0.004, 0.090, -0.296], [0.973, -0.395, -0.200], [0.814, 0.843, 0.318], [-1.395, -4.100, -0.098], [1.008, 2.397, 0.053], [1.078, 0.882, 1.813], [-0.589, -0.185, -0.826], [-0.402, -0.786, -1.058], [-5.272, 0.536, 0.420], [-0.649, -0.032, -0.918], [0.129, 1.732, -0.090], [1.231, 0.970, -0.802], [0.545, 0.059, -0.422], [0.509, 0.572, 1.634], [0.837, -1.716, 0.342], [0.572, -0.323, -0.556], [-0.385, -0.276, 0.688], [-0.121, -0.258, 0.168], [0.260, 0.103, 0.395], [-0.684, -0.792, 0.281], [0.041, 0.319, -1.259], [0.185, -0.602, 1.647], [-0.990, 1.945, -0.444], [0.631, -2.019, -0.705], [-1.586, 2.563, 0.636], [1.533, -0.839, 0.487], [0.369, -1.651, 0.347], [0.168, 0.321, -0.406], [0.195, -0.263, 0.320], [-0.191, 0.606, 0.599], [0.614, -0.637, 0.932], [-0.063, -0.227, 0.183]]
}